(1)
Formula: C4H37N2O15
Source: OMol25
Level of theory: wB97M-V/def2-TZVPD

The energy above the lowest of the compared OMol25 structures with the same formula, charge and spin comes out at 98.4 kcal/mol. Its multiplicity is 2. Its HOMO energy (spin up / spin down) is -2.30 / -9.75 eV. Its HOMO-LUMO gap (spin up / spin down) is 2.57 / 9.88 eV.

Geometry (Å):
O  -0.749572  -0.894276  0.226027
C  0.269468  -0.260462  0.434618
O  0.617635  0.050442  1.713043
C  1.345594  0.130345  -0.551402
C  2.808873  -0.104291  -0.047513
C  3.285047  1.103859  0.768482
N  2.902525  1.148709  2.231047
N  1.110484  -0.589074  -1.792506
H  -0.102151  0.282401  2.375746
H  1.333304  1.221922  -0.735885
H  3.376859  -0.182153  -0.977443
H  2.870521  -1.063466  0.450091
H  4.371451  1.063222  0.703409
H  2.938286  1.990618  0.231638
H  2.473724  0.237875  2.399566
H  3.699904  1.334687  2.831411
H  2.138540  1.846936  2.245855
H  0.112071  -0.645504  -1.962860
H  1.457416  -1.530337  -1.843225
H  1.980917  -3.240028  0.742162
H  2.092469  -3.710909  -0.683125
O  2.002755  -2.893952  -0.169544
H  -2.453321  -2.098755  -1.944845
H  -1.153031  -2.251624  -1.229126
O  -1.878456  -2.798076  -1.574088
H  -0.394107  2.476433  0.974984
H  -1.058054  2.762180  2.351091
O  -0.251777  2.453130  1.937345
H  0.525674  3.178109  -2.938587
H  -0.096337  1.856409  -3.563295
O  -0.278194  2.763010  -3.266945
H  0.278093  -2.539993  2.158470
H  -0.224596  -3.907765  2.043498
O  0.616671  -3.459894  1.981937
H  -3.423809  1.641282  -1.777868
H  -2.821253  0.460164  -0.983574
O  -3.221206  1.354053  -0.887994
H  -2.009460  -2.920087  2.700755
H  -2.401210  -1.620384  2.099054
O  -2.012317  -2.000058  2.894302
H  0.428376  0.071211  -3.576931
H  0.143142  0.220063  -5.074685
O  -0.286394  0.293712  -4.213203
H  1.018580  4.163297  1.760710
H  1.189348  3.643772  0.201829
O  1.588723  3.896543  1.035118
H  -1.396410  -0.574822  3.513075
H  -1.755990  1.091497  3.724458
O  -1.147597  0.349987  3.701887
H  -2.001610  2.352345  -0.692888
H  -0.959060  3.134153  -1.463703
O  -1.070057  2.679464  -0.604787
H  -3.274774  -1.068290  -2.999370
H  -1.866281  -0.230682  -3.472800
O  -2.396683  -0.729641  -2.808392
H  -3.259418  -3.891687  0.401827
H  -2.223439  -2.863600  0.128332
O  -2.809882  -3.182021  0.874819

Forces on the atoms, in the same order (eV/Å):
O -0.51 0.35 -0.68
C 0.91 -0.33 1.40
O 0.55 -0.13 -0.14
C -0.04 -1.36 0.17
C -1.64 0.47 0.27
C 1.45 -0.76 -1.17
N -0.54 -0.21 -1.70
N -0.43 0.92 -1.21
H -0.15 -0.09 -0.48
H -0.52 0.21 -0.25
H 0.34 0.26 0.20
H 0.28 0.05 0.17
H 0.05 0.35 0.32
H 0.09 0.25 0.57
H -0.18 0.17 0.53
H -0.14 0.26 0.07
H 0.07 0.14 0.63
H -0.08 -0.12 0.35
H 0.25 -0.17 0.60
H -0.48 0.23 -0.29
H -0.03 0.28 -0.03
O 0.58 -0.90 -0.20
H 0.98 -0.76 0.31
H 0.09 -0.04 -0.10
O 0.04 -0.37 0.37
H -0.46 0.29 -0.21
H -0.30 0.15 -0.22
O -0.11 -0.12 0.99
H 0.40 -0.26 -0.08
H 0.09 0.39 0.04
O -0.53 0.73 -0.06
H 0.75 -0.83 -0.34
H -0.19 -0.80 -0.23
O -0.69 1.59 0.95
H -0.17 -0.15 -0.46
H -0.17 0.72 -0.12
O -0.39 -0.88 0.40
H -0.28 -1.09 -0.25
H -0.06 -0.12 -0.15
O 0.38 1.55 0.90
H 0.11 -0.17 0.09
H -0.22 0.03 -0.10
O 0.44 -0.38 -0.08
H -0.75 -0.33 -0.76
H -0.94 0.18 0.00
O 2.56 0.45 0.42
H -1.27 0.27 0.28
H -0.57 -0.94 -0.20
O 1.85 0.40 0.21
H 0.61 -0.24 0.55
H 0.46 -0.42 0.33
O -0.28 0.72 -0.47
H 0.02 0.79 -1.26
H -0.83 -0.59 -0.29
O 0.08 1.02 0.56
H -0.18 -0.01 0.21
H -0.70 -0.29 0.61
O 0.41 -0.38 -1.02

=====

(2)
Formula: C4H37NO15
Source: OMol25
Level of theory: wB97M-V/def2-TZVPD

The energy above the lowest of the compared OMol25 structures with the same formula, charge and spin comes out at 59.9 kcal/mol. Its multiplicity is 2. Its HOMO energy (spin up / spin down) is -0.04 / -7.40 eV. Its HOMO-LUMO gap (spin up / spin down) is 2.20 / 9.44 eV. As for the net charge: -1.

Geometry (Å):
N  -0.447967  -2.223236  0.561465
C  0.474186  -1.393102  1.113369
C  1.251717  -1.672082  2.411772
C  0.190517  -1.568280  3.442125
C  1.895044  -3.088256  2.385051
O  0.885800  -0.295904  0.695278
H  -0.654559  -3.004330  1.167020
H  -0.908350  -2.162993  -0.242344
H  2.119055  -0.953282  2.384072
H  -0.626012  -0.736985  3.457698
H  -0.401601  -2.458044  3.265844
H  0.606057  -1.590140  4.489563
H  2.190299  -3.504729  3.240932
H  2.936102  -2.938718  1.838681
H  1.440813  -3.847964  1.706272
H  4.575631  2.955232  -0.371456
H  3.541327  2.534101  -1.264368
O  3.709443  2.516724  -0.323071
H  -1.477474  -0.264012  -5.183991
H  -1.106183  -1.526677  -4.351180
O  -1.353319  -1.234253  -5.276982
H  -4.116847  -3.482706  -1.178596
H  -4.480772  -2.059203  -1.267787
O  -4.855095  -2.874524  -1.583090
H  1.523220  1.407301  1.622384
H  2.651478  2.614279  1.258569
O  1.796790  2.278943  1.675493
H  -1.366164  2.366717  4.375135
H  -0.049519  1.978780  5.051346
O  -0.949571  1.991642  5.166914
H  0.858630  2.155303  -1.034094
H  0.683899  0.665429  -0.777407
O  0.718278  1.274244  -1.488670
H  -4.226002  0.605047  -2.241864
H  -5.314066  1.138804  -1.261235
O  -4.911322  0.422922  -1.661523
H  3.699300  4.168011  -1.819487
H  2.536357  3.874812  -2.827107
O  3.390981  3.630244  -2.676403
H  1.872488  -3.149994  -2.744827
H  1.453729  -2.178535  -1.762009
O  1.926980  -3.097996  -1.752028
H  0.411127  2.683703  -4.422671
H  1.374203  1.424582  -4.603620
O  0.520465  1.854943  -4.941773
H  1.256731  -4.330692  -1.057721
H  0.356218  -5.561862  -0.584638
O  0.643412  -4.693347  -0.367018
H  -3.505608  2.572104  2.715741
H  -3.079274  1.425501  1.861092
O  -2.889798  2.405110  1.885359
H  -0.973299  3.222948  1.453554
H  0.528969  3.455854  1.695899
O  -0.327237  3.821240  1.531998
H  -2.134608  1.732201  -0.374306
H  -1.557375  1.447507  -1.788566
O  -2.307220  1.267622  -1.222796

Forces on the atoms, in the same order (eV/Å):
N 3.14 0.15 6.06
C 1.92 1.53 -0.60
C 0.29 -1.46 -1.27
C -1.50 0.91 2.78
C 1.60 1.65 -5.47
O -1.53 -0.28 -1.41
H 0.01 -0.29 -0.61
H -2.00 0.86 -4.15
H -1.47 -0.41 0.43
H 1.90 -0.85 -0.53
H -0.30 -0.43 0.58
H -0.47 -0.18 -0.92
H 0.57 -1.44 3.89
H -1.89 -0.24 0.84
H -0.25 0.64 0.70
H 0.03 -0.33 0.77
H -1.05 -0.71 -0.82
O 1.32 0.53 0.62
H 0.29 -0.83 -0.04
H -0.35 0.50 -1.45
O 0.16 0.35 1.48
H -2.24 1.17 -1.37
H -0.22 1.36 -0.08
O 2.40 -2.44 1.41
H 0.06 -3.06 -0.99
H -1.72 -1.92 0.24
O 1.91 4.60 0.71
H 0.59 -0.11 0.18
H 3.26 0.10 -0.78
O -3.81 0.04 0.46
H -0.20 -1.44 -0.61
H -0.02 -1.43 1.57
O 0.20 3.17 -1.18
H 2.02 1.28 -1.17
H -0.57 2.47 0.77
O -1.64 -3.93 0.56
H -1.32 -1.31 -3.00
H -3.84 1.14 -0.57
O 5.05 0.73 3.02
H 0.47 -0.64 0.82
H 0.88 -1.72 0.90
O -0.70 2.94 -2.37
H 0.25 -0.99 -0.35
H -1.90 0.95 -0.45
O 1.51 -0.04 0.84
H -0.65 -0.11 0.44
H -0.16 -1.00 -0.47
O 0.12 0.41 0.68
H 1.89 0.21 -2.44
H 0.64 1.10 -0.55
O -2.55 -1.46 2.95
H -3.45 -3.78 -0.27
H 0.77 -1.21 0.05
O 2.23 5.23 0.22
H -0.01 -0.35 -0.97
H 0.78 0.03 0.03
O -0.47 0.34 0.89

=====

(3)
Formula: C4H38BO27
Source: OMol25
Level of theory: wB97M-V/def2-TZVPD

The energy above the lowest of the compared OMol25 structures with the same formula, charge and spin comes out at 21.3 kcal/mol. Its HOMO energy is -7.81 eV. Its HOMO-LUMO gap is 9.31 eV. As for the net charge: -1.

Geometry (Å):
O  -3.017922  -1.834839  12.571242
C  -2.146240  -2.496219  12.114517
O  -2.012980  -3.801232  12.093455
B  -0.708400  -4.141126  11.496299
O  -0.113239  -2.870231  11.035534
C  -0.871159  -1.895609  11.488356
O  -0.690771  -0.723878  11.311600
O  -0.770336  -5.114714  10.394139
C  -0.248679  -6.249468  10.838344
O  -0.321842  -7.274404  10.227303
C  0.364701  -6.009418  12.209086
O  0.244422  -4.736414  12.478333
O  0.854176  -6.839904  12.923779
O  -2.584397  -3.487606  8.773125
H  -3.192599  -3.954444  8.191459
H  -2.261801  -4.166391  9.381778
O  1.299058  -3.559214  8.221084
H  1.218615  -3.332152  9.157722
H  1.544167  -4.500956  8.206531
O  2.139143  -6.301052  8.497870
H  2.062748  -7.233437  8.743322
H  2.985564  -6.012730  8.864456
O  1.977876  0.412809  10.966731
H  2.772415  0.102123  10.518930
H  1.246282  0.212249  10.361854
O  -2.328335  1.519780  13.115438
H  -1.425227  1.459409  12.756173
H  -2.891758  1.479224  12.335870
O  0.040959  -0.405457  14.805971
H  0.746924  -0.914895  15.225802
H  0.343844  -0.273190  13.899427
O  -2.902306  -7.641109  9.246316
H  -1.969823  -7.790974  9.486576
H  -2.956458  -7.908188  8.322737
O  2.802331  -2.693167  10.904746
H  2.438040  -1.959499  11.418667
H  2.912953  -2.341634  10.013940
O  -3.738732  -1.101170  15.120488
H  -3.656142  -0.962828  14.159642
H  -4.077159  -0.263121  15.449024
O  -2.021471  -5.443575  15.479926
H  -1.735529  -4.501991  15.452079
H  -1.215193  -5.940098  15.328332
O  2.579802  -4.776135  14.793415
H  2.375485  -5.350468  14.045036
H  3.276466  -4.192512  14.475036
O  -1.018388  -10.537369  10.733326
H  -1.244891  -9.736383  11.220299
H  -0.140868  -10.360966  10.378667
O  0.670567  -8.594968  15.536380
H  0.422153  -8.287803  14.656439
H  0.576458  -9.552325  15.496130
O  0.159522  2.460861  12.060221
H  0.532773  3.160587  11.516753
H  0.776021  1.718527  11.943179
O  3.203154  -8.313745  12.649670
H  2.296121  -7.993902  12.831083
H  3.560217  -7.683900  12.017408
O  -1.415411  -2.735713  15.809387
H  -0.703552  -2.087420  15.744495
H  -2.217559  -2.230122  15.557505
O  -2.366396  0.631774  9.090826
H  -1.460807  0.309077  9.162127
H  -2.292661  1.495304  8.670956
O  -0.517163  -6.630375  7.362063
H  -0.767653  -6.225212  8.199359
H  0.446119  -6.532026  7.326205
O  -5.899880  -2.420911  11.281571
H  -4.945872  -2.329902  11.157399
H  -6.133746  -3.225875  10.808855

Forces on the atoms, in the same order (eV/Å):
O -0.84 -0.02 -0.09
C 1.14 0.42 0.37
O 0.26 -0.77 -0.40
B 0.68 0.82 0.08
O -0.28 -0.21 0.29
C -0.62 0.30 -0.95
O 0.48 0.40 0.11
O 0.01 -0.10 0.80
C -0.91 0.16 -0.95
O 0.63 -0.79 0.34
C -0.05 0.71 0.44
O -0.56 -0.47 -0.01
O 0.22 -0.34 0.13
O -0.08 -0.01 0.22
H 0.04 0.01 0.03
H -0.08 -0.02 -0.30
O 0.43 -0.09 0.07
H -0.23 -0.18 -0.06
H -0.33 0.47 0.07
O 0.48 -0.25 0.23
H -0.15 0.16 0.03
H -0.09 -0.05 -0.11
O 0.04 -0.14 -0.27
H 0.00 0.21 0.03
H -0.01 -0.17 0.33
O 0.12 -0.03 -0.02
H -0.57 0.21 0.11
H 0.10 -0.14 -0.03
O 0.36 -0.09 0.11
H 0.10 0.24 -0.16
H -0.16 -0.03 0.01
O 0.18 -0.07 0.02
H -0.43 0.10 -0.23
H 0.07 0.02 0.06
O 0.30 0.15 0.00
H -0.14 -0.17 -0.09
H -0.02 -0.10 -0.01
O -0.16 0.15 -0.31
H 0.08 -0.17 0.34
H 0.17 -0.02 0.09
O 0.07 0.43 -0.20
H -0.14 -0.50 0.17
H 0.14 -0.08 0.08
O 0.17 0.11 -0.07
H -0.12 -0.02 0.16
H -0.06 -0.08 -0.02
O 0.05 0.00 0.06
H 0.01 -0.03 -0.11
H -0.06 0.07 0.05
O -0.06 -0.11 -0.09
H 0.08 0.08 0.05
H 0.00 0.07 0.00
O 0.41 -0.31 -0.07
H -0.07 0.02 0.04
H -0.06 0.29 -0.03
O -0.34 0.01 -0.01
H 0.60 -0.15 -0.12
H -0.03 0.01 0.06
O -0.29 0.24 -0.06
H -0.41 -0.16 -0.19
H 0.26 -0.03 0.19
O 0.03 0.17 -0.13
H -0.14 -0.07 0.15
H 0.00 -0.08 0.04
O 0.25 -0.11 -0.29
H 0.00 0.02 -0.04
H -0.44 0.11 0.01
O 0.02 -0.02 -0.16
H -0.11 0.01 0.14
H 0.07 0.03 0.04